This record from the OMol25 dataset describes the molecule C3H8N2 at a distorted geometry. The level of theory is ωB97M-V/def2-TZVPD.

Bonds (Å) are listed after each position.
Atoms and positions in Å:
1 C -1.452 -0.266 -0.243  C2 1.530, H6 1.191, H7 1.129, H8 1.121
2 C -0.075 -0.140 0.410  C1 1.530, C3 1.536, N5 1.481, H9 1.288
3 C 0.916 0.918 -0.098  C2 1.536, N4 1.464, H10 1.189, H11 1.108
4 N 1.973 -0.096 -0.093  C3 1.464, N5 1.450, H12 1.091
5 N 0.976 -1.133 0.087  C2 1.481, N4 1.450, H13 0.957
6 H -2.219 0.571 0.117  C1 1.191
7 H -1.842 -1.301 -0.012  C1 1.129
8 H -1.323 -0.301 -1.355  C1 1.121
9 H -0.339 -0.022 1.665  C2 1.288
10 H 0.676 1.252 -1.213  C3 1.189
11 H 1.117 1.652 0.708  C3 1.108
12 H 2.478 -0.517 -0.963  N4 1.091
13 H 0.955 -1.773 0.798  N5 0.957

**Highest occupied orbital energy**: -0.29240 Eh
**Strongest force on any atom**: 4.07 eV/A
**Total charge**: 0
**Calculated total energy**: -228.48509 hartree
**Energy relative to the best compared isomer or geometry (same formula, charge and spin)**: 102.6 kcal per mole
**LUMO energy**: 1.24 eV

---

This record from the OMol25 dataset describes a cluster of 2 separate species, C3H8N2 in total at a distorted geometry. The level of theory is ωB97M-V/def2-TZVPD.

Bonds (Å) are listed after each position.
Atoms and positions in Å:
1 C -0.516 0.310 0.016  C2 1.501, N4 1.397, N5 1.377
2 C -1.983 0.073 0.227  C1 1.501, H7 1.107, H8 1.065, H9 1.117
3 C 1.819 -0.135 0.204  N5 1.432, H10 1.101, H11 1.077, H12 1.154
4 N 0.094 1.566 0.008  C1 1.397, N5 1.478, H13 0.963
5 N 0.628 0.422 0.775  C1 1.377, C3 1.432, N4 1.478
6 H -0.301 -0.470 -1.496  no bonds
7 H -2.173 -0.971 0.544  C2 1.107
8 H -2.609 0.483 -0.531  C2 1.065
9 H -2.326 0.607 1.146  C2 1.117
10 H 2.387 0.738 -0.151  C3 1.101
11 H 2.514 -0.554 0.912  C3 1.077
12 H 1.512 -0.948 -0.555  C3 1.154
13 H 0.673 1.851 -0.706  N4 0.963

**Highest occupied orbital energy**: -0.33269 Eh
**Strongest force on any atom**: 6.11 eV/A
**Total charge**: 0
**Calculated total energy**: -228.42497 hartree
**Energy relative to the best compared isomer or geometry (same formula, charge and spin)**: 140.4 kcal per mole
**LUMO energy**: 1.08 eV

---

This record from the OMol25 dataset describes a cluster of 2 separate species, C3H8N2 in total at a distorted geometry. The level of theory is ωB97M-V/def2-TZVPD.

Bonds (Å) are listed after each position.
Atoms and positions in Å:
1 C -1.912 1.033 -0.573  N2 1.266, H3 1.093, H4 1.095
2 N -2.020 1.577 0.565  C1 1.266, H5 1.019
3 H -0.942 0.768 -1.001  C1 1.093
4 H -2.789 0.757 -1.167  C1 1.095
5 H -2.911 1.350 1.004  N2 1.019
6 C 2.228 -0.032 -0.301  C7 1.396, H9 1.083, H10 1.079
7 C 1.077 -0.820 -0.271  C6 1.396, N8 1.323, H11 1.077
8 N 0.705 -1.373 0.873  C7 1.323, H12 1.015, H13 1.016
9 H 2.707 0.276 0.620  C6 1.083
10 H 2.672 0.259 -1.241  C6 1.079
11 H 0.443 -1.023 -1.118  C7 1.077
12 H 0.944 -0.943 1.761  N8 1.015
13 H -0.203 -1.828 0.849  N8 1.016

**Highest occupied orbital energy (alpha / beta)**: -0.49274 / -0.49237 Eh
**Strongest force on any atom**: 2.09 eV/A
**Total charge**: +1
**Calculated total energy**: -228.24822 hartree
**Energy relative to the best compared isomer or geometry (same formula, charge and spin)**: 56.6 kcal per mole
**Expectation value of S²**: 0.7634
**LUMO energy (alpha / beta)**: -4.40 / -7.78 eV
**Multiplicity**: 2

---

This record from the OMol25 dataset describes a cluster of 2 separate species, C3H8N2 in total at a distorted geometry. The level of theory is ωB97M-V/def2-TZVPD.

Bonds (Å) are listed after each position.
Atoms and positions in Å:
1 C 2.407 1.060 0.086  N2 1.283, H3 1.155, H4 1.087
2 N 1.591 1.480 0.982  C1 1.283, H5 0.976
3 H 2.037 0.718 -0.953  C1 1.155
4 H 3.317 0.572 0.426  C1 1.087
5 H 0.696 1.139 0.795  N2 0.976
6 C -0.849 -1.766 -0.260  C7 1.389, H9 1.132, H10 1.088
7 C -1.232 -0.459 -0.532  C6 1.389, N8 1.316, H11 1.183
8 N -1.639 0.478 0.298  C7 1.316, H12 1.028, H13 0.956
9 H -0.766 -2.175 0.792  C6 1.132
10 H -0.315 -2.258 -1.070  C6 1.088
11 H -1.136 -0.030 -1.630  C7 1.183
12 H -1.913 0.142 1.230  N8 1.028
13 H -2.199 1.098 -0.166  N8 0.956

**Highest occupied orbital energy (alpha / beta)**: -0.48350 / -0.47797 Eh
**Strongest force on any atom**: 4.12 eV/A
**Total charge**: +1
**Calculated total energy**: -228.19985 hartree
**Energy relative to the best compared isomer or geometry (same formula, charge and spin)**: 87.0 kcal per mole
**Expectation value of S²**: 0.7630
**LUMO energy (alpha / beta)**: -4.45 / -8.34 eV
**Multiplicity**: 2

---

Question: calculated total energy of number 3 (C3H8N2)?
Answer: -228.24822 hartree

---

Question: What is the formula in the third record?
Answer: C3H8N2

---

Question: Which value of energy relative to the best compared isomer or geometry (same formula, charge and spin) does entry 4 give?
Answer: 87.0 kcal per mole

---

Question: What is the formula in the fourth record?
Answer: C3H8N2